Record 1
84
Properties=species:S:1:pos:R:3 method="wB97M-V/def2-TZVPD" homo_ev=-8.90 max_force_ha_per_bohr=0.0620 charge=0 orbital_gap_ev=9.47 de_lowest_kj_mol=123.7 spin_multiplicity=1
C 1.77 -1.66 -6.17
O 2.20 -1.30 -4.89
C 1.17 -1.08 -3.94
C 1.04 -2.24 -2.90
C 0.62 -3.51 -3.66
N 0.20 -1.83 -1.71
H 1.36 -0.73 -6.58
H 1.13 -2.50 -6.31
H 2.62 -1.87 -6.84
H 1.56 -0.20 -3.45
H 0.16 -0.82 -4.29
H 2.03 -2.36 -2.44
H 1.45 -3.80 -4.26
H -0.24 -3.19 -4.32
H 0.44 -4.30 -2.91
H -0.75 -2.04 -1.89
H 0.31 -0.82 -1.62
C -5.87 0.14 0.24
O -4.62 -0.14 -0.39
C -4.72 -0.65 -1.67
C -3.49 -1.36 -2.07
C -3.39 -1.58 -3.49
N -3.29 -2.59 -1.29
H -6.57 -0.69 0.29
H -6.35 0.99 -0.24
H -5.63 0.43 1.26
H -5.61 -1.38 -1.76
H -4.99 0.20 -2.34
H -2.65 -0.71 -1.91
H -3.66 -0.67 -4.06
H -4.00 -2.38 -3.81
H -2.38 -1.88 -3.73
H -3.59 -2.47 -0.31
H -3.91 -3.26 -1.71
C 1.03 0.53 4.97
O 1.89 -0.41 4.30
C 3.27 -0.19 4.49
C 4.09 -0.71 3.33
C 3.81 -2.13 2.99
N 5.53 -0.66 3.56
H 1.11 0.44 6.06
H -0.01 0.28 4.65
H 1.12 1.56 4.69
H 3.38 0.87 4.62
H 3.68 -0.70 5.36
H 4.02 -0.20 2.36
H 4.29 -2.39 2.06
H 2.77 -2.16 2.72
H 4.02 -2.85 3.82
H 5.83 0.22 3.98
H 5.77 -1.45 4.17
C -0.80 2.49 -2.02
O 0.15 3.35 -1.40
C 1.04 2.54 -0.67
C 2.11 3.44 -0.01
C 3.05 2.48 0.92
N 1.51 4.32 0.92
H -0.33 1.75 -2.68
H -1.42 3.06 -2.71
H -1.46 1.91 -1.39
H 0.38 1.88 0.01
H 1.62 1.88 -1.35
H 2.71 3.92 -0.85
H 3.46 3.05 1.76
H 3.87 2.03 0.38
H 2.36 1.71 1.32
H 0.78 4.87 0.45
H 2.19 4.93 1.35
N -1.81 -1.68 1.23
C -0.84 -1.19 2.04
N 0.15 -2.03 2.42
O -0.86 -0.02 2.46
H -2.34 -0.95 0.83
H -1.51 -2.43 0.58
H 0.10 -3.04 2.31
H 0.63 -1.55 3.16
N -2.42 2.35 1.95
C -1.79 3.56 2.05
N -0.85 3.66 3.11
O -2.21 4.56 1.44
H -2.03 1.51 2.32
H -2.79 2.24 0.98
H -0.09 3.05 2.82
H -0.50 4.56 3.31

***

Record 2
12
Properties=species:S:1:pos:R:3 method="wB97M-V/def2-TZVPD" homo_ev="-8.66 / -7.64" max_force_ha_per_bohr=0.0973 charge=0 orbital_gap_ev="7.75 / 6.55" de_lowest_kj_mol=0.0 spin_multiplicity=1
C 0.82 1.50 0.59
C -0.71 -0.56 -0.76
Si 1.00 0.32 -0.91
Si -1.21 -0.52 1.07
I -0.10 -1.98 2.77
H 1.66 2.00 1.10
H -0.13 2.06 0.47
H -1.50 -0.31 -1.62
H -0.57 -1.58 -0.88
H 1.34 0.56 -2.41
H 1.92 -0.78 -0.80
H -2.51 -0.70 1.38

***

Record 3
123
Properties=species:S:1:pos:R:3 method="wB97M-V/def2-TZVPD" homo_ev=-11.42 max_force_ha_per_bohr=0.1649 charge=+1 orbital_gap_ev=7.17 spin_multiplicity=1
C -0.66 -5.42 4.47
C -1.52 -4.59 3.48
O -2.69 -5.38 3.16
P -3.61 -4.76 2.00
O -3.26 -3.33 1.87
C -3.24 -5.52 0.36
C -2.20 -4.60 -0.28
C -1.67 -5.12 -1.65
C -1.13 -3.90 -2.37
C -0.54 -2.90 -1.58
C -0.10 -1.78 -2.21
C 0.49 -0.64 -1.40
I 1.23 -1.25 0.50
C -0.58 0.47 -1.26
C -0.07 1.66 -0.44
I -2.33 -0.30 -0.24
C -0.21 -1.67 -3.61
Cl 0.35 -0.26 -4.42
N -0.74 -2.62 -4.33
N -1.19 -3.67 -3.67
C -1.83 -4.69 -4.54
C -3.36 -4.52 -4.54
C -3.75 -3.14 -5.08
F -3.15 -2.97 -6.32
O -5.16 -4.88 2.34
C -5.78 -3.63 2.74
C -7.21 -3.91 3.24
H -0.47 -4.82 5.36
H 0.28 -5.69 3.99
H -1.24 -6.30 4.74
H -1.77 -3.66 3.97
H -0.91 -4.39 2.60
H -4.16 -5.49 -0.23
H -2.90 -6.55 0.50
H -2.71 -3.66 -0.49
H -1.38 -4.48 0.41
H -2.50 -5.59 -2.16
H -0.87 -5.85 -1.54
H -0.44 -3.01 -0.52
H 1.34 -0.26 -1.97
H -0.91 0.80 -2.24
H -0.76 2.48 -0.63
H 0.91 1.99 -0.80
H -0.09 1.48 0.63
H -1.51 -5.69 -4.28
H -1.51 -4.52 -5.56
H -3.82 -5.25 -5.20
H -3.73 -4.56 -3.51
H -4.82 -3.07 -5.25
H -3.47 -2.33 -4.40
H -5.84 -2.94 1.90
H -5.24 -3.17 3.57
H -7.96 -3.60 2.51
H -7.30 -4.98 3.44
H -7.35 -3.40 4.18
C 5.08 1.07 2.69
O 3.98 1.14 3.58
P 2.91 2.40 3.33
O 2.84 2.27 1.84
O 4.03 3.50 3.82
C 4.58 3.41 5.15
O 1.72 3.58 3.38
C 1.35 4.16 4.64
H 5.86 0.48 3.19
H 4.79 0.56 1.77
H 5.48 2.06 2.45
H 5.60 3.04 5.09
H 4.00 2.74 5.79
H 4.58 4.40 5.59
H 2.02 4.99 4.88
H 1.37 3.43 5.45
H 0.34 4.55 4.55
C -0.84 -0.54 3.53
O -0.73 0.02 4.84
P -0.71 -1.09 6.05
O 0.20 -2.14 5.54
O -2.29 -1.48 5.86
C -3.28 -0.43 5.82
O -0.72 -1.48 7.65
C -1.52 -0.71 8.57
H -1.23 0.24 2.87
H 0.14 -0.84 3.17
H -1.53 -1.38 3.51
H -3.63 -0.31 4.80
H -2.88 0.52 6.18
H -4.12 -0.73 6.45
H -2.54 -1.10 8.58
H -1.54 0.35 8.30
H -1.10 -0.81 9.56
C 4.96 4.07 -7.88
O 4.18 2.98 -7.37
P 2.77 2.69 -8.16
O 3.14 2.77 -9.59
O 2.05 4.04 -7.60
C 2.10 4.31 -6.18
O 1.32 1.88 -8.31
C 0.53 1.57 -7.16
H 5.62 4.38 -7.08
H 5.56 3.72 -8.72
H 4.33 4.90 -8.19
H 2.80 5.12 -6.00
H 2.41 3.43 -5.62
H 1.11 4.61 -5.85
H -0.11 2.43 -6.91
H 1.16 1.32 -6.30
H -0.10 0.72 -7.39
C 5.23 5.93 -0.34
O 4.47 4.94 -1.03
P 3.32 5.51 -2.05
O 3.99 6.61 -2.77
O 2.35 6.04 -0.84
C 2.01 5.15 0.24
O 2.03 5.27 -3.08
C 1.08 4.25 -2.72
H 5.65 5.45 0.54
H 6.04 6.28 -0.97
H 4.61 6.77 -0.03
H 2.56 5.45 1.13
H 2.25 4.12 0.02
H 0.95 5.24 0.44
H 0.33 4.66 -2.04
H 1.56 3.39 -2.25
H 0.58 3.92 -3.63